[1]
This record from the OMol25 dataset describes a structure of composition C25H28N5O2S3SiW. The level of theory is ωB97M-V/def2-TZVPD.

Geometry (Å):
W -1.038 0.021 -0.022
C 3.752 -0.897 -5.807
C 2.593 -1.335 -4.898
C 2.921 -2.268 -3.866
C 1.922 -2.716 -2.992
C 0.596 -2.274 -3.140
C 0.242 -1.495 -4.253
C 1.288 -0.966 -5.094
S -0.551 -3.101 -2.080
O -1.667 -3.731 -2.768
O 0.328 -3.956 -1.270
N -1.269 -1.886 -1.093
C -2.427 -2.110 -0.472
C -3.323 -3.210 -0.601
C -4.430 -3.206 0.218
C -4.638 -2.197 1.120
C -3.740 -1.152 1.289
N -2.674 -1.100 0.450
H 4.205 0.074 -5.443
H 3.459 -0.729 -6.861
H 4.567 -1.686 -5.761
H 3.918 -2.622 -3.762
H 2.121 -3.277 -2.136
H -0.785 -1.072 -4.377
H 1.025 -0.139 -5.790
H -3.053 -3.980 -1.322
H -5.133 -4.026 0.192
H -5.482 -2.137 1.768
H -3.921 -0.251 1.913
C 2.121 -1.980 4.496
Si 2.835 -0.236 4.016
C 3.512 0.768 5.468
C 4.161 -0.508 2.652
C 1.423 0.794 3.277
C 0.958 1.954 3.914
C -0.210 2.566 3.492
C -0.947 2.030 2.470
N -0.453 0.993 1.761
C 0.677 0.370 2.172
S 0.883 -0.957 0.999
H 1.214 -1.949 5.125
H 2.922 -2.451 5.120
H 2.026 -2.566 3.547
H 4.326 0.235 5.988
H 2.758 0.987 6.202
H 3.985 1.668 5.200
H 5.089 -0.043 3.051
H 3.766 0.107 1.822
H 4.247 -1.573 2.465
H 1.555 2.412 4.695
H -0.640 3.445 4.027
H -1.855 2.430 2.097
C -2.497 5.649 -2.136
C -2.564 4.253 -1.598
C -3.452 3.821 -0.564
C -3.346 2.467 -0.194
N -2.210 1.788 -0.505
C -1.475 2.210 -1.546
S 0.009 1.208 -1.780
N -1.672 3.355 -2.133
H -3.357 5.703 -2.921
H -1.540 5.847 -2.664
H -2.680 6.339 -1.332
H -4.297 4.423 -0.147
H -4.081 1.863 0.323

The LUMO energy (spin up / spin down) is -4.46 / -4.00 eV. The calculated total energy comes out at -80128.765 eV. As for the molecular weight: 738.7 g mol⁻¹. The relative energy (zero: lowest compared OMol25 entry of this formula, charge and spin) is 0.368 eV. The multiplicity is 3. The net charge is +1. As for the HOMO energy (spin up / spin down): -10.316 / -11.256 eV. As for the largest force on an atom: 3.0 eV/A.

Atomic partial charges in e from the natural (NBO) method, atoms 1 to 2:
1 W 1.3736
2 C -0.6410

---

[2]
This record from the OMol25 dataset describes a structure of composition C33H37ClO2PdSi2. The level of theory is ωB97M-V/def2-TZVPD.

Geometry (Å):
C -0.641 3.062 -0.940
C -1.041 4.343 -0.448
C -2.180 4.169 0.402
H -0.534 5.287 -0.646
C -2.515 2.772 0.402
C -1.560 2.091 -0.428
H -1.518 1.016 -0.604
H 0.220 2.842 -1.571
H -2.701 4.943 0.970
H -3.328 2.318 0.961
Pd -2.881 3.503 -1.732
Si -4.283 2.740 -3.160
C -3.417 2.593 -4.851
C -3.915 1.609 -5.715
H -4.526 0.795 -5.320
C -3.690 1.684 -7.093
H -4.136 0.934 -7.753
C -2.883 2.701 -7.612
H -2.719 2.767 -8.693
C -2.259 3.601 -6.735
H -1.581 4.357 -7.145
C -2.496 3.522 -5.353
H -1.984 4.209 -4.677
C -6.058 2.878 -3.757
C -6.587 4.147 -4.058
H -6.030 5.052 -3.801
C -7.809 4.247 -4.735
H -8.164 5.223 -5.082
C -8.570 3.091 -4.958
H -9.557 3.168 -5.411
C -8.071 1.829 -4.616
H -8.664 0.921 -4.752
C -6.768 1.722 -4.114
H -6.303 0.736 -4.004
H -4.129 4.226 -2.619
Si -2.475 -1.846 -4.547
C -3.505 -1.083 -3.197
C -3.329 0.244 -2.878
H -2.470 0.785 -3.291
C -4.265 0.998 -2.058
H -3.798 1.318 -1.085
C -5.529 0.266 -1.749
H -6.347 0.834 -1.287
C -5.603 -1.099 -1.957
H -6.479 -1.663 -1.612
C -4.584 -1.793 -2.643
H -4.635 -2.876 -2.774
C -1.182 -0.583 -4.979
C -0.346 0.081 -4.067
H -0.393 -0.148 -3.001
C 0.552 1.056 -4.521
H 1.213 1.545 -3.799
C 0.621 1.373 -5.884
H 1.309 2.146 -6.240
C -0.174 0.674 -6.798
H -0.101 0.888 -7.868
C -1.070 -0.292 -6.343
H -1.712 -0.819 -7.051
H -3.266 -2.103 -5.670
Cl -1.635 -3.576 -3.842
C 2.429 0.306 -0.782
O 1.676 -0.194 -1.888
C 1.675 -1.616 -1.980
C 0.914 -2.310 -0.850
O -0.089 -1.428 -0.363
C -0.832 -1.990 0.713
H 2.443 1.392 -0.911
H 1.944 0.047 0.173
H 3.456 -0.098 -0.801
H 1.198 -1.866 -2.944
H 2.719 -1.985 -1.973
H 0.449 -3.224 -1.248
H 1.633 -2.571 -0.059
H -1.426 -2.861 0.384
H -0.179 -2.314 1.542
H -1.505 -1.203 1.070

The LUMO energy (spin up / spin down) is 0.67 / -1.92 eV. The calculated total energy comes out at -70670.535 eV. As for the molecular weight: 663.7 g mol⁻¹. The multiplicity is 3. As for the HOMO energy (spin up / spin down): -6.114 / -7.837 eV. As for the largest force on an atom: 4.0 eV/A.

Atomic partial charges in e from the Mulliken method, atoms 1 to 2:
1 C 0.1640
2 C -1.0307